Record 1
# C36H34N4O2S4V

A molecular structure, C36H34N4O2S4V (wB97M-V/def2-TZVPD, the OMol25 dataset).

Values from the calculation:
- Orbital gap (alpha / beta): 6.4 / 6.6 eV
- Multiplicity: 3
- HOMO (alpha / beta): -4.371 / -4.557 eV
- Energy above the lowest of the compared OMol25 structures with the same formula, charge and spin: 0.0 kJ/mol
- Net charge: -1

CARTESIAN COORDINATES (ANGSTROEM)
V  -0.061  1.086  0.476
C  1.109  0.351  -2.318
N  0.075  1.296  -1.840
C  -1.264  0.788  -2.244
C  -2.374  1.467  -1.468
N  -2.337  1.030  -0.054
C  -2.948  -0.311  0.075
C  -3.056  1.927  0.838
C  -4.295  2.438  0.475
C  -5.018  3.238  1.345
C  -4.498  3.514  2.601
C  -3.264  3.006  2.969
C  -2.516  2.212  2.097
S  -0.916  1.664  2.590
C  0.281  2.633  -2.385
C  0.538  2.803  -3.741
C  0.718  4.067  -4.278
C  0.633  5.174  -3.439
C  0.364  5.009  -2.095
C  0.172  3.736  -1.533
S  -0.206  3.548  0.155
H  1.008  0.153  -3.391
H  0.990  -0.588  -1.785
H  2.093  0.762  -2.113
H  -1.263  -0.284  -2.052
H  -1.410  0.936  -3.320
H  -3.337  1.218  -1.930
H  -2.251  2.550  -1.487
H  -4.000  -0.270  -0.233
H  -2.899  -0.633  1.113
H  -2.417  -1.034  -0.537
H  -4.700  2.207  -0.503
H  -5.978  3.640  1.045
H  -5.048  4.138  3.296
H  -2.845  3.237  3.940
H  0.603  1.938  -4.389
H  0.926  4.186  -5.334
H  0.778  6.171  -3.838
H  0.295  5.869  -1.441
O  -1.491  -1.486  3.160
C  -0.566  -2.477  3.092
C  -0.380  -3.223  4.258
C  0.513  -4.276  4.289
C  1.240  -4.605  3.149
C  1.035  -3.884  1.989
C  0.132  -2.822  1.934
C  -0.100  -2.163  0.615
O  -0.170  -0.884  0.526
N  -0.241  -3.032  -0.354
N  -0.507  -2.465  -1.588
C  -0.468  -3.307  -2.531
S  -0.132  -5.032  -2.304
C  -0.098  -5.402  -4.081
C  -1.068  -4.472  -4.789
S  -0.734  -2.795  -4.198
H  -1.256  -0.712  2.608
H  -0.954  -2.935  5.129
H  0.650  -4.834  5.207
H  1.957  -5.416  3.165
H  1.569  -4.137  1.083
H  -0.387  -6.445  -4.213
H  0.912  -5.265  -4.467
H  -2.099  -4.745  -4.564
H  -0.924  -4.482  -5.870
C  4.165  -1.059  3.838
C  2.756  -0.982  3.866
C  2.095  -0.264  2.909
C  2.774  0.420  1.867
C  2.050  1.165  0.874
C  2.830  1.898  0.002
C  4.243  1.869  0.005
C  4.919  1.102  0.908
C  4.195  0.368  1.878
C  4.862  -0.395  2.869
H  4.690  -1.636  4.590
H  2.198  -1.497  4.637
H  1.018  -0.187  2.944
H  2.354  2.536  -0.736
H  4.787  2.460  -0.725
H  6.003  1.059  0.913
H  5.946  -0.432  2.850



Record 2
# C36H35AsN7S4W

A molecular structure, C36H35AsN7S4W (wB97M-V/def2-TZVPD, the OMol25 dataset).

Values from the calculation:
- Orbital gap: 6.0 eV
- Multiplicity: 1
- HOMO: -8.821 eV
- Energy above the lowest of the compared OMol25 structures with the same formula, charge and spin: 0.0 kJ/mol
- Net charge: +1

CARTESIAN COORDINATES (ANGSTROEM)
W  -0.458  0.961  -0.793
S  -5.288  2.050  -3.220
C  -4.121  1.228  -3.806
S  -2.581  0.599  -0.356
S  -2.915  0.422  -4.337
S  -0.313  3.138  0.352
C  -0.697  2.925  2.069
C  -1.060  4.044  2.822
C  -1.321  3.922  4.177
C  -1.200  2.686  4.812
C  -0.841  1.576  4.068
C  -0.626  1.695  2.700
As  0.012  0.245  1.602
C  1.813  0.276  2.329
C  2.391  -0.726  3.095
C  3.685  -0.571  3.577
C  4.407  0.580  3.293
C  3.825  1.589  2.536
C  2.531  1.440  2.053
C  -0.848  -1.312  2.352
C  -0.231  -2.558  2.293
C  -0.865  -3.684  2.805
C  -2.131  -3.568  3.366
C  -2.765  -2.330  3.394
C  -2.128  -1.203  2.885
H  -1.129  5.009  2.333
H  -1.612  4.797  4.746
H  -1.377  2.595  5.877
H  -0.724  0.617  4.558
H  1.841  -1.618  3.355
H  4.128  -1.353  4.182
H  5.412  0.698  3.678
H  4.372  2.501  2.329
H  2.075  2.239  1.479
H  0.749  -2.659  1.842
H  -0.369  -4.646  2.772
H  -2.619  -4.438  3.790
H  -3.754  -2.235  3.827
H  -2.630  -0.244  2.901
N  2.201  -1.284  -0.309
C  2.638  -0.089  -0.737
N  3.945  0.118  -0.781
C  4.318  1.309  -1.226
N  5.607  1.640  -1.147
N  3.484  2.212  -1.802
C  2.224  1.932  -1.709
N  1.704  0.858  -1.082
C  1.236  2.785  -2.416
C  1.616  3.906  -3.110
C  0.648  4.657  -3.752
C  -0.670  4.253  -3.640
C  -0.988  3.128  -2.911
N  -0.040  2.362  -2.327
H  2.948  -1.956  -0.215
H  1.346  -1.616  -0.742
H  6.263  0.964  -0.798
H  5.929  2.489  -1.575
H  2.664  4.172  -3.124
H  0.915  5.544  -4.310
H  -1.471  4.820  -4.098
H  -2.008  2.814  -2.762
C  -3.671  -3.602  -0.056
N  -2.858  -3.241  -1.259
C  -3.640  -2.385  -2.208
C  -1.547  -2.616  -0.799
C  -0.658  -2.220  -1.937
C  -0.285  -3.253  -2.805
C  0.469  -3.013  -3.940
C  0.855  -1.705  -4.195
C  0.513  -0.698  -3.302
C  -0.240  -0.882  -2.125
H  -4.558  -4.146  -0.372
H  -3.945  -2.674  0.439
H  -3.062  -4.207  0.611
H  -2.618  -4.089  -1.767
H  -3.886  -1.460  -1.699
H  -4.534  -2.935  -2.496
H  -3.019  -2.173  -3.072
H  -1.107  -3.382  -0.164
H  -1.818  -1.756  -0.203
H  -0.574  -4.280  -2.579
H  0.749  -3.821  -4.605
H  1.431  -1.469  -5.084
H  0.861  0.300  -3.546



Record 3
# C36H35BrIrN5OS

A molecular structure, C36H35BrIrN5OS (wB97M-V/def2-TZVPD, the OMol25 dataset).

Values from the calculation:
- Orbital gap (alpha / beta): 6.7 / 4.9 eV
- Multiplicity: 2
- HOMO (alpha / beta): -10.804 / -10.570 eV
- Energy above the lowest of the compared OMol25 structures with the same formula, charge and spin: 112.8 kJ/mol
- Net charge: +1

CARTESIAN COORDINATES (ANGSTROEM)
Ir  -0.480  1.304  0.151
N  1.523  0.960  3.902
C  1.069  1.164  2.657
S  -0.644  0.870  2.380
N  1.928  1.544  1.751
N  1.400  1.721  0.525
C  2.141  2.110  -0.477
C  3.585  2.347  -0.336
C  4.118  3.593  -0.665
C  5.481  3.811  -0.546
C  6.312  2.786  -0.118
C  5.781  1.546  0.209
C  4.418  1.325  0.113
C  1.444  2.285  -1.742
C  2.068  2.695  -2.917
C  1.297  2.884  -4.049
C  -0.071  2.664  -3.990
C  -0.630  2.229  -2.804
N  0.112  2.024  -1.719
H  0.874  0.820  4.657
H  2.455  1.269  4.127
H  3.467  4.399  -0.981
H  5.892  4.782  -0.786
H  7.377  2.955  -0.035
H  6.431  0.749  0.544
H  3.997  0.363  0.372
H  3.134  2.861  -2.931
H  1.762  3.210  -4.969
H  -0.704  2.808  -4.853
H  -1.686  2.024  -2.707
C  -1.628  -6.107  1.675
C  -2.090  -5.507  0.340
C  -1.651  -6.424  -0.810
C  -3.618  -5.429  0.350
C  -1.455  -4.136  0.139
C  -2.191  -3.015  -0.222
C  -1.532  -1.812  -0.364
Br  -2.537  -0.295  -0.951
C  -0.169  -1.629  -0.167
O  0.427  -0.433  -0.266
C  0.610  -2.782  0.085
C  -0.071  -3.980  0.253
C  2.141  -2.734  0.146
C  2.707  -2.072  -1.122
C  2.755  -4.137  0.222
C  2.581  -1.957  1.395
H  -2.079  -7.091  1.813
H  -1.929  -5.475  2.513
H  -0.547  -6.234  1.717
H  -2.132  -7.399  -0.719
H  -0.571  -6.580  -0.804
H  -1.928  -5.996  -1.775
H  -4.030  -6.403  0.612
H  -4.018  -5.159  -0.629
H  -3.981  -4.707  1.085
H  -3.256  -3.062  -0.392
H  0.510  -4.861  0.475
H  2.405  -2.629  -2.011
H  3.798  -2.078  -1.078
H  2.370  -1.045  -1.233
H  2.429  -4.772  -0.602
H  2.523  -4.639  1.163
H  3.840  -4.046  0.161
H  2.235  -0.925  1.359
H  3.672  -1.953  1.468
H  2.187  -2.423  2.300
N  -7.909  7.914  1.058
C  -7.064  7.145  0.943
C  -6.007  6.188  0.796
C  -5.857  5.505  -0.410
C  -4.826  4.597  -0.557
C  -3.944  4.355  0.500
C  -4.112  5.033  1.710
C  -5.135  5.949  1.857
C  -2.868  3.427  0.352
C  -1.953  2.639  0.250
H  -6.545  5.693  -1.222
H  -4.702  4.065  -1.490
H  -3.435  4.836  2.530
H  -5.268  6.478  2.790



Record 4
# C36H35N3O2P2PtS

A molecular structure, C36H35N3O2P2PtS (wB97M-V/def2-TZVPD, the OMol25 dataset).

Values from the calculation:
- Orbital gap (alpha / beta): 5.2 / 5.2 eV
- Multiplicity: 1
- HOMO (alpha / beta): -12.679 / -12.676 eV
- Energy above the lowest of the compared OMol25 structures with the same formula, charge and spin: 527.1 kJ/mol
- Net charge: +2

CARTESIAN COORDINATES (ANGSTROEM)
Pt  -0.177  -0.510  -0.020
C  2.856  -1.596  2.173
P  2.361  -0.608  0.705
C  3.812  -0.925  -0.373
C  2.604  1.088  1.340
C  3.875  1.653  1.392
C  4.075  2.899  1.958
C  3.009  3.585  2.514
C  1.741  3.035  2.464
C  1.517  1.802  1.858
P  -0.176  1.116  1.773
C  -0.422  0.505  3.479
C  -1.289  2.567  1.718
H  3.867  -1.320  2.475
H  2.839  -2.654  1.911
H  2.186  -1.432  3.014
H  4.737  -0.822  0.193
H  3.826  -0.250  -1.227
H  3.759  -1.954  -0.721
H  4.721  1.124  0.986
H  5.063  3.329  1.970
H  3.160  4.547  2.979
H  0.927  3.579  2.915
H  -0.346  1.336  4.182
H  0.338  -0.232  3.728
H  -1.404  0.044  3.567
H  -0.985  3.324  2.438
H  -2.299  2.256  1.970
H  -1.292  3.004  0.721
C  -4.396  1.373  -0.764
C  -4.449  1.664  -2.119
C  -3.355  1.364  -2.909
C  -2.228  0.802  -2.313
N  -2.164  0.606  -0.994
C  -3.225  0.843  -0.245
C  -1.078  0.288  -3.068
C  -1.234  -0.292  -4.318
C  -0.278  -1.074  -5.136
C  1.531  -2.110  -4.445
C  1.628  -1.840  -2.924
C  0.096  0.098  -2.339
H  -5.244  1.543  -0.124
H  -5.339  2.087  -2.557
H  -3.365  1.562  -3.967
H  -3.149  0.554  0.795
H  -2.224  -0.223  -4.741
H  -0.664  -1.131  -6.153
H  2.321  -2.738  -4.847
H  2.565  -2.171  -2.481
O  -2.025  -1.963  -0.160
S  -1.264  -3.194  -0.405
O  -1.881  -4.160  -1.251
N  0.199  -2.609  -1.021
C  0.414  -2.563  -2.326
C  -0.414  -2.997  -3.352
C  0.083  -2.573  -4.652
C  1.265  -0.765  -5.145
C  1.633  0.283  -4.186
C  1.926  1.587  -4.341
C  2.074  2.409  -3.174
C  1.741  1.943  -1.957
N  1.281  0.630  -1.753
C  1.391  -0.328  -2.869
C  -1.018  -3.846  1.235
C  -0.399  -3.063  2.191
C  -0.445  -3.453  3.519
C  -1.136  -4.603  3.876
C  -1.759  -5.375  2.909
C  -1.700  -5.000  1.575
H  -1.328  -3.548  -3.211
H  -0.114  -3.272  -5.460
H  1.658  -0.643  -6.148
H  2.050  2.021  -5.320
H  2.411  3.426  -3.292
H  1.812  2.529  -1.054
H  0.096  -2.146  1.880
H  0.030  -2.856  4.283
H  -1.200  -4.882  4.915
H  -2.313  -6.255  3.197
H  -2.188  -5.571  0.802



Record 5
# C36H35NO14P2

6 unconnected molecules or ions with the total composition C36H35NO14P2 (wB97M-V/def2-TZVPD, the OMol25 dataset).

Values from the calculation:
- Orbital gap: 6.3 eV
- Multiplicity: 1
- HOMO: -8.166 eV
- Energy above the lowest of the compared OMol25 structures with the same formula, charge and spin: 0.0 kJ/mol
- Net charge: 0
- SMILES: CC(=O)OCCCCP(O)#P(N)O.O=C1C=CC(=O)C=C1.O=C1C=CC(=O)C=C1.O=C1C=CC(=O)C=C1.O=C1C=CC(=O)C=C1.O=C1C=CC(=O)C=C1

CARTESIAN COORDINATES (ANGSTROEM)
C  -6.181  0.409  1.093
C  -5.035  1.367  1.310
O  -5.200  2.562  1.323
O  -3.808  0.880  1.583
C  -3.503  -0.503  1.346
C  -2.039  -0.745  1.708
C  -1.836  -2.080  2.422
C  -0.352  -2.357  2.748
P  0.271  -2.168  4.470
O  -0.497  -3.447  5.226
P  -0.792  -0.567  5.579
N  -2.498  -0.852  5.338
O  -0.587  0.660  4.465
H  -6.913  0.908  0.455
H  -5.910  -0.553  0.662
H  -6.653  0.236  2.067
H  -4.142  -1.145  1.967
H  -3.703  -0.756  0.299
H  -1.414  -0.722  0.806
H  -1.707  0.081  2.342
H  -2.179  -2.859  1.727
H  -2.467  -2.146  3.306
H  0.296  -1.753  2.104
H  -0.122  -3.402  2.501
H  0.193  -4.054  5.521
H  -2.765  -1.666  5.888
H  -3.027  -0.068  5.712
H  -1.271  1.325  4.627
O  -1.358  -3.405  -0.813
C  -1.179  -4.606  -0.789
C  -0.373  -5.282  -1.836
C  -0.178  -6.597  -1.811
C  -0.757  -7.442  -0.735
O  -0.577  -8.639  -0.713
C  -1.564  -6.762  0.310
C  -1.759  -5.447  0.285
H  0.043  -4.645  -2.607
H  0.407  -7.114  -2.561
H  -1.979  -7.399  1.082
H  -2.347  -4.930  1.032
O  2.106  4.027  0.565
C  2.236  2.834  0.755
C  3.052  1.999  -0.158
C  3.206  0.693  0.046
C  2.562  0.024  1.207
O  2.696  -1.167  1.397
C  1.744  0.860  2.123
C  1.592  2.164  1.910
H  3.510  2.514  -0.994
H  3.803  0.071  -0.611
H  1.285  0.360  2.964
H  1.000  2.793  2.563
O  5.738  -0.512  -1.518
C  6.866  -0.090  -1.371
C  7.656  -0.428  -0.162
C  8.890  0.037  0.006
C  9.530  0.910  -1.012
O  10.655  1.331  -0.862
C  8.736  1.247  -2.222
C  7.501  0.782  -2.389
H  7.167  -1.066  0.564
H  9.487  -0.193  0.879
H  9.222  1.886  -2.949
H  6.903  1.013  -3.261
O  -1.655  8.477  -0.090
C  -0.632  8.213  -0.683
C  0.087  6.934  -0.461
C  1.214  6.651  -1.109
C  1.797  7.606  -2.085
O  2.823  7.353  -2.680
C  1.078  8.886  -2.311
C  -0.048  9.166  -1.662
H  -0.354  6.254  0.257
H  1.757  5.730  -0.952
H  1.524  9.565  -3.027
H  -0.591  10.092  -1.808
O  -3.369  -0.971  -6.618
C  -3.683  -1.340  -5.508
C  -5.070  -1.169  -5.003
C  -5.415  -1.575  -3.784
C  -4.430  -2.218  -2.879
O  -4.748  -2.584  -1.767
C  -3.042  -2.391  -3.381
C  -2.699  -1.982  -4.599
H  -5.769  -0.699  -5.682
H  -6.418  -1.459  -3.394
H  -2.343  -2.855  -2.693
H  -1.695  -2.091  -4.990